(1)
Density functional theory data (wB97M-V/def2-TZVPD) for a cluster of 5 separate species, C30H43F12N2O18P2 in total at a distorted geometry.

Output
Total charge: +1
E_tot in eV: -122825.9150
Maximum force in eV/A: 2.882
Frontier orbital gap in eV: 8.069
LUMO energy in eV: -3.83

Positions of all 107 atoms, in Å:
1 C -5.145 2.947 2.232
2 N -4.002 3.811 1.912
3 C -4.123 4.458 0.576
4 C -3.803 4.796 2.926
5 O -4.616 5.592 3.277
6 C -2.405 4.753 3.519
7 C -2.114 3.351 3.944
8 N -1.536 2.552 3.013
9 C -1.222 1.264 3.207
10 C -0.566 0.582 2.054
11 C 0.969 0.676 2.172
12 C 1.492 2.092 2.282
13 O 2.909 2.050 2.267
14 C -1.526 0.657 4.433
15 P -1.287 -1.146 4.887
16 O -0.113 -1.606 3.891
17 O -2.557 -1.818 4.102
18 C -2.102 1.460 5.419
19 C -2.403 0.879 6.779
20 O -1.558 0.634 7.549
21 O -3.692 0.635 7.121
22 O -4.537 0.824 5.984
23 C -2.402 2.822 5.189
24 C -3.007 3.691 6.264
25 P -1.620 4.429 7.207
26 O -0.531 3.441 7.257
27 O -2.170 4.825 8.622
28 O -1.118 5.769 6.504
29 H -6.081 3.508 2.232
30 H -5.207 2.177 1.473
31 H -4.980 2.489 3.203
32 H -5.097 4.230 0.156
33 H -3.973 5.529 0.624
34 H -3.368 4.029 -0.074
35 H -2.342 5.456 4.336
36 H -1.731 5.047 2.715
37 H -1.351 2.966 2.108
38 H -0.882 -0.449 1.973
39 H -0.851 1.115 1.149
40 H 1.438 0.168 1.335
41 H 1.287 0.174 3.078
42 H 1.191 2.543 3.231
43 H 1.115 2.737 1.480
44 H 3.237 2.487 3.055
45 H 0.460 -2.237 4.340
46 H -3.360 -1.544 4.568
47 H -5.300 1.287 6.360
48 H -3.566 3.077 6.960
49 H -3.644 4.452 5.829
50 H -1.447 4.680 9.252
51 H -0.474 5.510 5.832
52 C -0.010 2.678 -4.975
53 C -0.585 3.444 -3.806
54 O -1.439 2.597 -3.000
55 C -0.828 1.794 -2.153
56 O 0.348 1.688 -1.964
57 C -1.874 0.994 -1.357
58 F -2.833 0.502 -2.133
59 F -2.458 1.796 -0.432
60 F -1.306 -0.018 -0.706
61 H -0.808 2.222 -5.561
62 H 0.563 3.343 -5.619
63 H 0.646 1.879 -4.636
64 H -1.226 4.251 -4.153
65 H 0.196 3.883 -3.187
66 C -2.161 -4.280 -4.740
67 C -1.088 -3.430 -4.094
68 O -0.347 -2.682 -5.081
69 C -0.916 -1.577 -5.525
70 O -1.974 -1.126 -5.194
71 C 0.016 -0.888 -6.537
72 F 0.526 -1.757 -7.411
73 F 1.033 -0.301 -5.885
74 F -0.632 0.053 -7.218
75 H -1.725 -4.930 -5.499
76 H -2.655 -4.895 -3.990
77 H -2.913 -3.661 -5.228
78 H -0.353 -4.057 -3.596
79 H -1.504 -2.751 -3.350
80 C 5.038 -1.447 -2.840
81 C 3.722 -1.270 -3.562
82 O 2.707 -2.150 -3.030
83 C 2.116 -1.757 -1.922
84 O 2.318 -0.753 -1.304
85 C 1.037 -2.778 -1.518
86 F 1.486 -4.030 -1.597
87 F -0.029 -2.664 -2.328
88 F 0.627 -2.557 -0.268
89 H 5.346 -2.492 -2.872
90 H 5.809 -0.835 -3.308
91 H 4.957 -1.157 -1.793
92 H 3.822 -1.546 -4.609
93 H 3.373 -0.239 -3.524
94 C 4.791 -8.219 -2.794
95 C 6.062 -7.530 -2.349
96 O 6.682 -6.818 -3.439
97 C 6.175 -5.633 -3.726
98 O 5.262 -5.087 -3.179
99 C 6.971 -4.992 -4.878
100 F 7.183 -5.863 -5.866
101 F 8.158 -4.566 -4.429
102 F 6.311 -3.947 -5.372
103 H 4.990 -8.873 -3.643
104 H 4.381 -8.815 -1.979
105 H 4.038 -7.495 -3.104
106 H 6.799 -8.261 -2.026
107 H 5.883 -6.849 -1.517

=====

(2)
Density functional theory data (wB97M-V/def2-TZVPD) for a structure of composition C30H43F5MgN2P3S at a distorted geometry.

Output
Total charge: +1
E_tot in eV: -92515.8606
Maximum force in eV/A: 3.266
Frontier orbital gap in eV: 6.799
LUMO energy in eV: -3.76

Positions of all 85 atoms, in Å:
1 Mg 0.400 0.869 1.001
2 F 4.530 -2.152 5.063
3 C 4.120 -1.375 4.076
4 C 2.768 -1.312 3.708
5 F 1.940 -2.325 4.119
6 C 2.381 -0.347 2.839
7 F 1.015 -0.233 2.758
8 C 3.233 0.695 2.421
9 S 2.548 2.050 1.567
10 C 4.550 0.580 2.708
11 F 5.461 1.483 2.266
12 C 5.010 -0.453 3.541
13 F 6.270 -0.400 4.046
14 C 2.870 -0.740 -1.068
15 P 1.252 -0.027 -1.518
16 C 0.410 -1.443 -2.211
17 N 0.846 -1.940 -3.372
18 C 0.138 -3.020 -3.894
19 C 0.519 -3.578 -5.110
20 C -0.249 -4.530 -5.749
21 C -1.462 -4.987 -5.158
22 C -1.792 -4.585 -3.873
23 C -0.985 -3.564 -3.235
24 N -1.465 -3.028 -2.039
25 C -0.734 -1.969 -1.564
26 P -1.349 -1.066 -0.068
27 C -3.050 -0.933 -0.702
28 C -1.438 -2.469 1.150
29 C -1.972 -2.067 2.513
30 C -2.326 -3.687 0.756
31 C -0.009 -3.077 1.259
32 C 1.586 1.074 -3.018
33 C 0.398 1.097 -3.993
34 C 1.804 2.552 -2.510
35 C 2.832 0.708 -3.878
36 H 3.693 -0.586 -1.741
37 H 2.750 -1.766 -0.910
38 H 3.151 -0.231 -0.126
39 H 1.486 -3.274 -5.493
40 H -0.030 -4.948 -6.709
41 H -2.144 -5.722 -5.599
42 H -2.730 -4.941 -3.444
43 H -3.273 -1.829 -1.292
44 H -3.310 -0.057 -1.264
45 H -3.831 -1.012 0.106
46 H -3.083 -1.794 2.566
47 H -1.434 -1.174 2.878
48 H -1.864 -2.807 3.357
49 H -3.404 -3.485 0.842
50 H -2.140 -4.535 1.473
51 H -2.196 -3.930 -0.277
52 H 0.730 -2.308 1.517
53 H 0.195 -3.564 0.271
54 H 0.061 -3.656 2.189
55 H -0.515 1.478 -3.498
56 H 0.181 0.060 -4.382
57 H 0.669 1.811 -4.800
58 H 0.954 2.860 -1.846
59 H 1.872 3.225 -3.406
60 H 2.747 2.629 -1.903
61 H 2.840 -0.273 -4.282
62 H 3.670 0.816 -3.228
63 H 2.799 1.398 -4.654
64 C -1.508 5.824 1.216
65 C -0.834 4.624 0.750
66 P -1.048 3.037 1.625
67 C -0.595 3.696 3.314
68 C -0.608 2.590 4.349
69 C -2.883 2.755 1.354
70 C -3.696 2.782 2.615
71 H -0.877 6.345 1.985
72 H -2.493 5.689 1.599
73 H -1.678 6.499 0.345
74 H 0.214 4.927 0.811
75 H -1.051 4.422 -0.271
76 H -1.278 4.469 3.605
77 H 0.414 4.054 3.220
78 H -1.203 1.739 3.995
79 H -1.187 2.777 5.240
80 H 0.402 2.288 4.595
81 H -2.944 1.705 0.882
82 H -3.246 3.477 0.582
83 H -3.637 1.801 3.119
84 H -4.764 2.875 2.492
85 H -3.396 3.441 3.402

=====

(3)
Density functional theory data (wB97M-V/def2-TZVPD) for a structure of composition C30H44BF7N3O7S2 at a distorted geometry.

Output
Total charge: -1
E_tot in eV: -91995.7109
Maximum force in eV/A: 4.560
Frontier orbital gap in eV: 7.943
LUMO energy in eV: 1.07

Positions of all 94 atoms, in Å:
1 C 3.165 0.749 3.325
2 C 4.527 0.667 2.476
3 C 4.444 1.549 1.147
4 C 5.920 1.953 0.738
5 C 5.984 2.846 -0.558
6 C 5.144 2.232 -1.757
7 C 5.664 0.786 -2.178
8 C 4.946 0.327 -3.516
9 C 3.928 -0.871 -3.312
10 C 2.933 -0.659 -2.080
11 C 1.459 -1.198 -2.353
12 C 0.348 -0.054 -2.234
13 C -0.430 -0.244 -0.865
14 C -1.834 0.433 -0.799
15 C -2.992 -0.456 -0.738
16 C -4.396 0.073 -0.670
17 N -5.424 -0.866 -0.660
18 C -6.660 -0.324 -0.559
19 C -7.855 -1.357 -0.539
20 F -8.994 -0.905 -1.238
21 C -8.139 -1.872 0.929
22 C -7.668 -3.398 1.012
23 C -6.867 1.154 -0.470
24 O -8.198 1.591 -0.323
25 N -5.927 2.128 -0.514
26 C -4.677 1.516 -0.617
27 C -3.478 2.440 -0.681
28 C -3.749 3.999 -0.662
29 C -4.328 4.482 -2.038
30 O -5.283 5.238 -2.008
31 C -2.105 1.919 -0.791
32 B -0.816 2.894 -0.908
33 O -0.256 3.042 -2.205
34 C -0.175 3.710 0.323
35 C 0.301 2.607 1.398
36 H 2.437 1.456 2.842
37 H 3.438 1.027 4.378
38 H 2.678 -0.284 3.355
39 H 4.677 -0.408 2.171
40 H 5.377 0.981 3.145
41 H 4.018 0.860 0.368
42 H 3.774 2.441 1.318
43 H 6.321 2.580 1.595
44 H 6.559 1.033 0.691
45 H 5.591 3.887 -0.363
46 H 7.063 2.892 -0.886
47 H 4.071 2.211 -1.422
48 H 5.201 2.898 -2.672
49 H 6.769 0.927 -2.386
50 H 5.601 0.032 -1.348
51 H 5.767 -0.009 -4.222
52 H 4.465 1.213 -4.012
53 H 4.561 -1.802 -3.191
54 H 3.318 -0.981 -4.251
55 H 2.969 0.417 -1.766
56 H 3.344 -1.284 -1.229
57 H 1.267 -2.045 -1.626
58 H 1.478 -1.681 -3.371
59 H 0.938 0.904 -2.134
60 H -0.305 0.023 -3.140
61 H -0.572 -1.352 -0.683
62 H 0.267 0.094 -0.040
63 H -2.851 -1.561 -0.761
64 H -7.465 -2.247 -1.121
65 H -7.422 -1.315 1.605
66 H -9.188 -1.723 1.285
67 H -7.882 -3.826 2.025
68 H -8.201 -3.987 0.208
69 H -6.553 -3.468 0.840
70 H -8.139 2.210 0.435
71 H -2.874 4.588 -0.285
72 H -4.572 4.139 0.101
73 H -3.941 4.134 -3.042
74 H 0.669 3.349 -2.127
75 H -0.914 4.439 0.773
76 H 0.710 4.292 -0.083
77 H 0.587 3.082 2.368
78 H -0.558 1.878 1.515
79 H 1.129 2.031 0.905
80 C -0.746 -2.847 2.509
81 F -1.148 -1.564 2.520
82 F -1.349 -3.454 3.549
83 F -1.264 -3.408 1.396
84 S 1.075 -3.010 2.578
85 O 1.448 -2.386 3.824
86 O 1.544 -2.330 1.391
87 N 1.122 -4.593 2.543
88 S 2.588 -5.200 2.580
89 O 3.303 -5.064 3.825
90 O 3.385 -5.012 1.393
91 C 2.090 -6.960 2.526
92 F 1.383 -7.254 1.416
93 F 1.306 -7.299 3.570
94 F 3.144 -7.793 2.546

=====

(4)
Density functional theory data (wB97M-V/def2-TZVPD) for a structure of composition C30H44BFN7O7PSn at a distorted geometry.

Output
Total charge: +2
E_tot in eV: -75089.1118
Maximum force in eV/A: 3.502
Frontier orbital gap in eV: 8.393
LUMO energy in eV: -4.61

Positions of all 92 atoms, in Å:
1 Sn 10.018 23.959 4.302
2 B 7.430 24.041 5.734
3 N 8.420 24.776 6.695
4 C 8.328 25.132 8.007
5 C 9.610 25.504 8.403
6 C 10.426 25.440 7.262
7 N 9.678 25.050 6.207
8 N 7.797 22.529 5.674
9 C 7.317 21.478 6.368
10 C 8.308 20.463 6.387
11 C 9.351 20.961 5.615
12 N 9.030 22.218 5.238
13 H 6.247 24.155 5.936
14 H 7.695 24.601 4.671
15 H 7.422 25.015 8.594
16 H 9.953 25.720 9.415
17 H 11.471 25.634 7.256
18 H 6.334 21.414 6.783
19 H 8.243 19.516 6.869
20 H 10.339 20.641 5.385
21 C 18.334 16.076 6.142
22 C 17.251 15.768 5.201
23 N 15.946 16.212 5.560
24 C 15.557 17.484 5.279
25 C 14.455 18.126 5.704
26 C 14.318 19.517 5.254
27 O 15.148 20.156 4.700
28 O 13.005 19.874 5.559
29 C 13.547 17.438 6.546
30 O 12.525 17.912 7.057
31 C 13.840 15.991 6.767
32 C 12.973 15.164 7.511
33 C 13.250 13.838 7.730
34 F 12.494 13.158 8.555
35 C 14.335 13.263 7.113
36 C 15.286 14.078 6.427
37 C 14.976 15.377 6.185
38 N 14.647 11.911 7.415
39 C 14.492 11.324 8.761
40 C 15.597 10.248 8.828
41 N 15.663 9.472 7.536
42 C 14.313 9.515 6.811
43 C 14.186 10.945 6.368
44 H 19.283 15.767 5.710
45 H 18.227 15.643 7.125
46 H 18.462 17.210 6.278
47 H 17.282 14.681 5.129
48 H 17.421 16.074 4.191
49 H 16.313 18.082 4.786
50 H 12.145 15.579 8.066
51 H 16.238 13.597 6.229
52 H 13.490 10.967 8.988
53 H 14.706 12.090 9.450
54 H 15.453 9.593 9.671
55 H 16.608 10.824 8.898
56 H 15.907 8.523 7.724
57 H 16.314 9.838 6.830
58 H 13.533 9.275 7.539
59 H 14.274 8.787 5.966
60 H 13.112 11.056 6.175
61 H 14.729 11.242 5.460
62 C 11.602 20.387 9.078
63 C 12.566 21.462 8.676
64 C 13.974 20.851 8.530
65 C 12.592 22.659 9.650
66 O 11.931 21.912 7.392
67 P 12.661 22.396 6.127
68 O 12.870 21.184 5.064
69 O 11.902 23.353 5.231
70 O 14.069 22.832 6.506
71 C 15.143 23.613 5.786
72 C 14.939 23.356 4.314
73 C 15.023 25.054 6.220
74 C 16.522 23.019 6.227
75 H 11.551 20.190 10.206
76 H 11.874 19.517 8.516
77 H 10.664 20.625 8.647
78 H 14.287 20.354 9.465
79 H 14.729 21.608 8.217
80 H 14.027 20.175 7.729
81 H 13.055 22.161 10.532
82 H 11.576 23.106 9.854
83 H 13.288 23.471 9.285
84 H 13.951 23.696 4.026
85 H 15.127 22.304 4.041
86 H 15.639 24.041 3.766
87 H 14.026 25.521 5.900
88 H 15.836 25.568 5.701
89 H 15.221 25.230 7.310
90 H 16.389 21.927 6.338
91 H 16.790 23.392 7.256
92 H 17.308 23.193 5.500

=====

Look up the maximum force of the third one. 4.560 eV/A

=====

The highest total charge belongs to which entry? C30H44BFN7O7PSn

=====

maximum force of number 2 (C30H43F5MgN2P3S)? 3.266 eV/A

=====

The lowest LUMO energy belongs to which entry? C30H44BFN7O7PSn